No. 1
10
Properties=species:S:1:pos:R:3 method="wB97M-V/def2-TZVPD" total_charge=0 relative_energy_kj_mol=100.8 gap_ev=7.78 e_tot_ev=-30833.56432
C 0.368 -1.252 -0.273
P -0.540 0.134 0.331
N 0.690 1.296 -0.030
S -2.368 0.590 -0.755
I -0.652 0.223 2.813
H 1.355 -1.036 -0.042
H -0.006 -2.238 0.073
H 0.228 -1.196 -1.425
H 0.551 1.302 -1.089
H 0.375 2.176 0.396



No. 2
9
Properties=species:S:1:pos:R:3 method="wB97M-V/def2-TZVPD" total_charge=0 relative_energy_kj_mol=656.8 gap_ev="9.36 / 5.33" e_tot_ev=-19139.17624
C 2.170 0.431 -0.267
O 1.516 1.077 0.679
Si -2.316 -0.489 0.410
I -4.578 0.312 0.120
H 2.946 -0.191 0.185
H 2.271 1.171 -1.140
H 1.505 -0.400 -0.680
H -1.034 -0.028 0.900
H -2.479 -1.882 -0.206



No. 3
9
Properties=species:S:1:pos:R:3 method="wB97M-V/def2-TZVPD" total_charge=+1 multiplicity=2 relative_energy_kj_mol=231.9 gap_ev="5.27 / 7.17" e_tot_ev=-6058.65784
O -0.884 -0.322 -0.864
La -2.428 -1.263 -2.405
H -1.220 0.196 0.355
C 0.938 0.133 -0.124
H 1.226 -0.885 0.194
H 1.300 0.634 -1.037
H 1.670 0.686 0.491
O -0.418 0.721 1.348
H -0.185 0.099 2.041



No. 4
8
Properties=species:S:1:pos:R:3 method="wB97M-V/def2-TZVPD" total_charge=+1 relative_energy_kj_mol=222.8 gap_ev=11.83 e_tot_ev=-4089.67818
H 1.575 1.644 -0.038
N 1.631 0.634 -0.105
C 0.965 -0.342 -0.115
N -0.592 -0.119 0.076
H 1.035 -1.410 -0.219
H -1.068 -0.861 0.549
H -0.870 -0.282 -0.884
H -0.928 0.853 0.378



No. 5
8
Properties=species:S:1:pos:R:3 method="wB97M-V/def2-TZVPD" total_charge=+1 relative_energy_kj_mol=146.0 gap_ev=14.28 e_tot_ev=-4090.47451
C -2.339 -0.026 -0.033
N -1.208 -0.050 -0.050
N 1.301 -0.016 0.063
H -3.324 0.122 -0.162
H 0.325 0.181 -0.137
H 1.875 -0.355 -0.661
H 1.883 0.834 0.112
H 1.487 -0.690 0.867



No. 6
9
Properties=species:S:1:pos:R:3 method="wB97M-V/def2-TZVPD" total_charge=+1 relative_energy_kj_mol=725.9 gap_ev="10.03 / 9.60" e_tot_ev=-6131.55782
C 0.725 -0.061 0.325
N 1.747 0.819 0.052
N -0.629 -0.057 -0.285
O 1.741 -0.567 -0.390
H 0.751 -0.578 2.328
H 1.662 1.448 -0.751
H -1.291 0.491 0.284
H -0.967 -1.032 -0.343
H -0.610 0.325 -1.252



No. 7
9
Properties=species:S:1:pos:R:3 method="wB97M-V/def2-TZVPD" total_charge=+1 relative_energy_kj_mol=492.6 gap_ev=12.26 e_tot_ev=-6133.97577
C -0.373 1.248 0.003
N -1.271 0.495 0.101
N 0.831 1.720 -0.002
O -2.342 -0.187 -0.221
H -1.991 3.296 0.612
H -1.329 3.125 0.488
H 0.863 2.602 0.299
H 1.634 1.152 -0.237
H -2.633 -0.598 0.616



No. 8
11
Properties=species:S:1:pos:R:3 method="wB97M-V/def2-TZVPD" total_charge=-1 relative_energy_kj_mol=157.7 gap_ev=7.35 e_tot_ev=-16066.11772
C -0.929 0.924 -0.748
N -0.909 0.268 0.615
N -0.861 -0.465 -0.737
O 0.414 -1.095 -0.803
O -2.034 0.198 1.251
Si 1.279 -0.716 0.494
H -2.053 1.252 -1.122
H -0.197 1.569 -1.171
H 0.867 -1.474 1.741
H 2.466 -1.052 -0.383
H 1.958 0.591 0.863



No. 9
12
Properties=species:S:1:pos:R:3 method="wB97M-V/def2-TZVPD" total_charge=-1 relative_energy_kj_mol=381.8 gap_ev="8.62 / 8.62" e_tot_ev=-21073.18253
C 1.142 -0.933 -0.291
N 0.629 1.201 0.678
N 0.316 -0.179 0.614
O -1.667 -1.447 -0.465
O -1.329 1.377 -1.557
O -2.076 0.363 1.157
S -1.302 -0.135 0.038
H 0.479 -1.613 -0.828
H 1.658 -0.281 -0.999
H 1.878 -1.513 0.279
H 0.135 1.534 1.505
H 0.136 1.626 -0.131



No. 10
12
Properties=species:S:1:pos:R:3 method="wB97M-V/def2-TZVPD" total_charge=-1 relative_energy_kj_mol=36.2 gap_ev=9.11 e_tot_ev=-21076.76438
C -2.543 0.581 -0.032
N 0.663 -1.642 0.457
N 0.724 -0.435 0.519
O 2.736 1.097 0.913
O 1.754 0.878 -1.327
O 3.041 -0.976 -0.364
S 2.220 0.212 -0.117
H -3.150 0.932 0.795
H -1.576 0.252 0.334
H -2.390 1.386 -0.739
H -3.043 -0.240 -0.530
H 1.564 -2.045 0.091